No. 1
69
Properties=species:S:1:pos:R:3:forces:R:3 method="wB97M-V/def2-TZVPD" charge=-2 gap_ev=4.15 e_lumo_ev=3.733 e_above_lowest_kcal_mol=11.27 energy_ev=-51294.8152
N 14.346605 12.927944 9.732813 -1.8 1.4 1.8
N 13.254539 8.846457 7.321361 -0.5 0.4 0.8
C 9.603295 14.734290 6.658674 1.6 -1.3 0.9
H 8.879673 14.093238 12.229056 0.0 0.1 0.3
N 9.408042 9.989630 12.247670 0.8 0.5 -0.9
H 6.647556 9.403045 7.592567 0.4 -1.4 0.5
H 9.915365 15.760404 6.510326 0.0 0.2 -0.1
Rb 12.371719 11.001056 8.957423 -0.2 0.3 0.2
H 14.270721 6.147546 4.755150 -0.2 0.6 0.5
C 7.194701 8.510590 8.024942 -0.5 1.4 -0.8
C 10.621592 9.922056 14.048612 0.9 0.8 0.7
C 10.945659 13.982913 12.943476 -0.7 -0.7 0.5
H 12.517203 10.085967 12.843183 0.2 0.1 -0.1
C 9.347281 9.988144 13.570615 -1.0 -0.5 1.4
N 9.155176 10.050054 7.935501 -0.8 -0.4 0.1
C 18.029083 12.962045 10.388076 1.0 -1.0 -1.1
C 12.660526 7.129792 5.838972 -0.8 -1.9 -1.0
C 14.964573 7.708498 6.092718 -0.6 0.4 -0.1
H 10.914713 9.960646 15.093483 0.0 -0.1 -0.3
C 9.933866 14.062951 11.993125 0.0 0.5 -0.4
C 17.545969 11.159564 8.813552 -1.0 0.6 -1.1
H 5.585246 7.056185 8.145847 -0.3 0.2 -0.1
C 10.405905 13.849069 7.496963 -0.1 3.5 -2.1
H 17.838791 10.374343 8.089131 0.0 0.7 1.2
N 11.521201 13.991411 10.197659 1.4 -0.2 1.3
C 8.520142 14.217606 5.969753 -0.6 0.2 0.2
C 15.661489 12.623581 9.613116 3.8 -0.8 0.1
H 18.733001 13.637877 10.901241 -0.2 -0.7 0.0
C 18.450697 11.866794 9.559654 0.2 1.1 1.2
H 7.945627 14.833439 5.276897 0.0 0.0 0.2
C 8.121120 12.914817 6.224472 -0.6 -1.0 -0.4
H 16.037821 7.625348 5.863447 -0.7 0.1 0.3
C 13.989089 6.934852 5.483230 1.1 -0.1 -0.2
C 16.706147 13.284190 10.408701 -2.2 0.1 -0.8
N 10.686876 10.078486 11.795787 0.4 -0.6 0.9
C 15.604926 9.600618 7.523178 -0.4 2.5 1.5
C 14.517315 8.736935 7.003565 1.0 -1.8 -1.7
C 12.247168 13.850196 12.524213 0.3 -0.3 -0.6
C 8.551707 8.780237 8.247867 0.1 -0.2 -0.4
C 10.280433 14.169941 10.658766 0.2 -0.7 0.3
C 12.344120 8.030005 6.791122 -0.1 0.6 1.1
H 9.452266 5.717989 9.322648 -0.1 0.1 0.2
C 7.435473 6.271542 8.842064 0.1 0.2 -0.5
H 10.366717 7.947833 9.169358 -0.2 0.1 -0.7
H 11.372934 14.276797 7.891544 -1.3 -0.5 -0.2
H 8.416278 10.050748 14.136250 0.3 -0.2 -0.4
H 11.364974 8.055362 7.273920 0.1 0.2 -0.6
H 19.483616 11.524020 9.571662 0.1 0.2 -0.1
H 11.878302 6.465268 5.441419 0.4 0.4 0.1
C 9.361947 7.761777 8.776742 -0.4 0.5 0.3
C 10.078449 12.547931 7.642432 0.6 -2.1 1.1
N 8.427183 10.787223 7.218048 0.4 -1.2 0.9
O 16.763510 9.237370 7.272591 0.7 -1.3 -0.9
H 7.187149 12.522799 5.757993 0.7 0.2 0.3
C 11.450029 10.043090 12.915703 -1.8 -0.2 -1.2
C 16.135049 11.517268 8.762132 1.3 0.9 2.2
H 9.490553 14.334893 9.940608 0.1 0.0 -0.4
H 16.290078 14.067285 11.045386 0.8 -0.2 -0.3
C 8.796265 6.516806 8.986765 0.2 -0.5 0.6
N 15.216286 10.702636 8.192056 -1.2 -1.7 -1.4
H 13.078641 13.777453 13.239298 -0.4 0.1 -0.6
C 6.629645 7.270738 8.295353 0.6 0.1 0.6
C 13.962739 13.739734 10.762121 1.3 -0.8 -0.6
H 10.630048 13.928909 13.996341 0.5 0.1 -0.3
C 8.914259 12.078504 7.044102 -0.3 2.0 -0.9
H 6.995540 5.330193 9.155603 0.2 0.0 -0.2
H 8.636596 9.865926 11.610367 0.3 0.3 -0.2
C 12.515895 13.789569 11.112144 -2.0 1.0 0.5
O 14.631652 14.403658 11.615945 -0.5 -0.2 -0.7

---

No. 2
20
Properties=species:S:1:pos:R:3:forces:R:3 method="wB97M-V/def2-TZVPD" gap_ev=9.03 e_lumo_ev=0.382 e_above_lowest_kcal_mol=114.87 energy_ev=-82006.5119
H 0.433769 -0.908059 -1.199342 -1.0 -1.0 -0.1
H 2.094561 0.790323 0.663726 -0.2 0.2 0.5
H -0.332746 0.743458 1.538615 -1.2 1.9 -0.2
C -0.489852 1.320261 -2.363329 -1.0 -3.5 -1.9
O 0.735270 2.194197 -0.616164 0.7 1.4 0.9
H -1.470203 0.714519 -2.110323 2.0 1.1 -0.3
H -0.026514 -2.309272 1.276002 -0.2 0.6 1.3
H -0.102458 0.908131 -3.365255 -0.5 0.3 1.5
H -0.713706 2.311384 -2.539430 -0.7 2.1 -0.2
C 1.499106 -0.118717 0.594135 -0.1 0.6 -1.7
H 2.023780 -0.304430 -1.518047 -0.8 0.2 0.5
H 2.221032 -0.928056 0.695734 -0.6 -0.4 0.9
C 0.238409 -0.102469 1.433324 2.9 -1.3 0.3
C 0.513675 1.235662 -1.286146 -0.7 -1.9 0.2
Br -3.206987 -1.055493 0.474825 -0.2 0.6 -1.0
C -0.245090 -1.363593 1.840857 -4.0 -2.0 -1.9
H -2.332374 -0.745656 2.581667 -0.4 3.7 2.4
N -2.366209 -1.491244 2.012155 4.0 -4.0 -1.1
O 0.432282 -0.747674 2.788459 0.0 -0.2 0.3
C 1.094256 -0.143272 -0.901462 1.7 1.6 -0.3

---

No. 3
14
Properties=species:S:1:pos:R:3:forces:R:3 method="wB97M-V/def2-TZVPD" gap_ev=8.22 e_lumo_ev=0.148 e_above_lowest_kcal_mol=133.51 energy_ev=-11315.2523
O 0.037798 -0.823548 -1.692986 -0.6 -6.0 0.3
C -0.088603 -0.359377 -0.423435 1.7 1.2 -2.2
H -1.821103 -1.485711 1.921061 4.2 -3.3 -2.2
H 2.192451 1.072798 -1.367753 -0.7 0.2 -1.3
C -0.619382 -0.721476 0.749251 2.3 -0.5 1.5
H -0.039090 -1.928831 -1.661079 0.3 4.5 -0.1
N 0.499797 0.941518 -0.353422 -3.9 -5.4 0.4
H -0.068387 2.256228 1.078784 0.7 2.5 1.0
N -0.446361 0.396551 1.634283 -1.4 -3.3 -0.5
O -0.765255 -2.039848 1.245685 -5.7 4.6 2.3
H 1.222407 2.556801 -1.052866 0.1 -1.5 -2.4
H 0.629679 1.279773 -2.611375 1.4 0.6 3.4
C 0.111687 1.260584 0.900196 0.8 2.8 -0.7
C 1.151240 1.451875 -1.508410 0.9 3.4 0.6

---

No. 4
41
Properties=species:S:1:pos:R:3:forces:R:3 method="wB97M-V/def2-TZVPD" gap_ev=6.78 e_lumo_ev=0.147 e_above_lowest_kcal_mol=372.45 energy_ev=-20444.5258
H -8.062384 14.983528 21.437936 0.1 0.0 -0.4
H -9.990085 11.187736 27.712983 -0.6 0.1 0.1
H -3.236354 15.922372 22.979677 0.3 0.4 -0.6
O -5.138063 12.781910 23.124371 15.8 -0.2 -3.0
H -6.048314 12.557899 23.495705 -2.9 -2.5 2.2
H -9.679559 12.203460 29.143464 -0.5 0.7 -0.3
H -5.914585 14.738194 23.192436 -1.5 -0.7 1.1
H -4.693038 15.025893 22.881865 0.7 0.8 -0.1
H -10.637312 14.205202 26.174754 -0.8 0.6 0.1
H -7.909852 12.345806 25.668426 -0.2 0.0 0.1
H -9.643431 12.012066 25.295720 0.1 -0.5 1.0
H -7.704386 14.622018 23.483318 2.5 -0.6 -2.5
C -8.431428 14.980538 24.819471 -0.5 1.7 2.9
H -5.241015 15.514492 20.634327 1.1 0.0 -0.2
H -10.714501 14.367976 27.834066 -0.4 0.2 -0.2
H -8.616423 15.586537 23.932539 -0.6 0.4 0.5
H -7.350835 14.902669 24.939260 -0.2 -0.1 0.7
C -6.830494 14.176897 23.007621 -3.1 1.0 -2.7
C -8.926396 12.739104 25.676982 -0.5 0.1 5.2
O -3.273102 14.709331 20.729590 -0.3 -0.3 -0.7
H -4.382301 13.155808 23.577431 0.8 -0.2 0.3
H -7.296945 13.465992 20.933225 -0.4 -0.3 0.3
C -9.359513 13.145969 27.100632 2.2 -0.6 1.0
H -3.981878 16.671502 20.438470 0.4 0.0 0.0
N -10.623311 13.723066 27.062132 -1.7 1.0 -0.6
H -4.750470 16.823152 22.760966 -0.2 -0.2 0.3
H -7.886969 12.546909 23.298481 -4.2 -1.5 -1.4
H -8.607050 13.810982 27.524474 0.5 0.6 -0.2
O -9.065071 13.750894 24.650260 -1.7 8.8 5.6
H -2.599690 15.029294 20.124839 0.0 -0.1 -0.1
H -8.438967 11.493517 28.246460 0.6 0.3 -0.2
C -4.226169 15.745138 20.958350 1.2 0.8 1.2
H -6.344303 14.865676 20.921221 -1.1 -0.1 0.5
H -4.962619 12.937458 22.196338 -0.1 -0.3 -0.6
O -8.662457 12.094680 23.630657 -9.5 -10.2 -2.5
C -4.208253 15.918390 22.486206 -0.3 0.1 -0.4
C -9.390972 12.006762 28.110928 0.8 -1.9 -0.6
O -6.959194 12.841306 23.388102 4.3 7.6 0.4
C -7.147451 14.393080 21.486638 0.3 -0.5 0.0
H -9.015645 12.682723 24.298254 0.3 -4.4 -6.4
H -8.732955 15.555628 25.694945 -0.8 -0.1 0.3

---

No. 5
23
Properties=species:S:1:pos:R:3:forces:R:3 method="wB97M-V/def2-TZVPD" gap_ev=10.11 e_lumo_ev=1.021 e_above_lowest_kcal_mol=15.05 energy_ev=-9559.5288
C -1.021904 -0.792183 3.421328 1.1 1.1 -1.5
C -1.832933 -1.415545 1.126562 1.8 1.5 0.0
H -1.498536 0.190789 -1.855176 0.2 0.0 -0.1
C 3.459828 1.540426 -3.435394 0.7 -0.7 1.1
C -0.593645 0.814093 0.008663 0.7 0.4 0.2
H 3.170963 2.543328 -3.126466 0.0 0.1 -0.3
C -0.406123 0.553148 1.368555 -0.1 -0.3 -1.6
C -1.320785 -0.032188 -0.813469 0.0 0.4 0.5
H 3.389502 0.804379 -1.409238 -0.1 0.0 0.1
H -1.959387 -0.380215 3.781050 -0.4 -0.8 0.3
H 0.259690 1.224149 1.892295 -0.2 -0.1 0.5
H 4.544062 1.461322 -3.322771 0.1 0.3 -0.5
C -1.006170 -0.572839 1.889198 -1.0 0.0 2.1
H -2.254449 -2.227559 1.699830 -0.4 -0.3 -0.6
H -0.739945 -1.824307 3.601251 -0.6 -0.1 0.6
C 2.931378 0.573479 -2.370554 -1.3 -0.2 0.0
C -1.906624 -1.139105 -0.235676 -1.1 -1.6 0.3
H -2.458131 -1.865538 -0.828996 0.0 0.3 -0.2
H 1.837405 0.643418 -2.272033 0.2 0.3 0.2
H 3.180214 1.328300 -4.461584 -0.2 0.0 0.0
H 3.038840 -0.499850 -2.521362 0.6 0.0 -0.5
H -0.275671 -0.127705 3.868527 0.2 -0.3 0.0
H -0.075037 1.694799 -0.354517 -0.2 0.0 -0.4

---

No. 6
14
Properties=species:S:1:pos:R:3:forces:R:3 method="wB97M-V/def2-TZVPD" gap_ev=9.73 e_lumo_ev=0.958 e_above_lowest_kcal_mol=95.61 energy_ev=-9843.1338
H 1.031047 1.830207 0.882731 -0.1 0.0 -0.1
C 0.370204 0.807629 -0.928021 0.2 0.1 0.1
H 1.105738 -1.523774 1.637022 -0.2 -0.2 0.1
C 0.364526 -1.665372 0.860906 -0.2 -0.1 0.2
H -1.381164 -1.568857 -0.951427 0.1 0.2 0.0
O -0.867020 0.300544 -1.415133 -0.1 0.0 -0.1
N -1.417388 -0.674940 -0.463229 0.1 -0.1 0.0
H -0.598808 2.303266 0.304354 0.1 -0.1 0.0
H 0.432367 -2.526770 0.206490 -0.1 0.0 0.2
C 0.106135 1.472842 0.414721 0.1 0.2 -0.2
H 0.784257 1.473053 -1.684157 -0.3 0.2 0.0
C -0.530150 -0.708141 0.635447 0.3 -0.2 -0.1
O -0.489342 0.487576 1.288130 0.0 -0.1 0.1
H 1.089600 -0.007262 -0.787835 0.0 0.2 -0.2

---

No. 7
20
Properties=species:S:1:pos:R:3:forces:R:3 method="wB97M-V/def2-TZVPD" gap_ev="7.53 / 8.99" e_lumo_ev="0.022 / 0.223" e_above_lowest_kcal_mol=136.28 energy_ev=-20200.2056
H 2.793770 -2.408995 0.443874 -0.3 0.7 -0.2
C -0.601727 -2.586610 1.423846 -2.7 -2.1 0.0
H -1.402823 -3.082834 0.692483 2.1 1.3 0.8
H 0.876904 0.942437 -1.826487 1.4 0.2 0.1
H -0.275056 -3.482767 2.064639 0.3 1.6 -1.1
H -0.572962 0.834847 -2.775466 0.2 -0.4 0.9
S 0.737272 -1.570795 0.702883 -1.2 0.5 0.5
C 0.632026 2.099961 0.919594 -2.6 0.7 1.7
H -1.759939 0.385855 -0.295182 0.6 0.6 -1.7
H 0.094929 3.105551 1.088801 1.0 -1.2 0.2
N 1.821479 -2.648571 0.609980 1.2 -2.1 0.0
H 1.287575 2.231818 0.143335 1.8 0.3 -2.2
H 1.176089 1.706022 1.770849 0.1 0.5 0.4
N -0.222460 -0.937176 -1.651777 0.6 0.5 -0.3
H 0.623686 -1.263741 -2.100073 0.4 -0.9 -0.1
C -0.087851 0.511692 -1.805527 -3.1 0.1 1.1
H -1.376630 2.114591 -0.706653 0.4 -0.8 -0.9
H -1.282495 -2.009153 2.086880 0.8 0.2 -0.4
O -0.344517 1.124432 0.659160 1.3 -0.5 0.6
C -0.919415 1.084175 -0.612875 -2.3 0.7 0.7

---

No. 8
60
Properties=species:S:1:pos:R:3:forces:R:3 method="wB97M-V/def2-TZVPD" gap_ev=9.08 e_lumo_ev=-0.382 e_above_lowest_kcal_mol=0.00 energy_ev=-48834.3125
H -3.963860 0.372799 4.477560 0.2 0.7 -0.3
C 0.907010 -2.304045 -3.789279 0.6 0.7 -0.5
H 1.571010 4.727752 -1.367570 -0.1 0.0 0.1
H 2.371289 -0.774789 -3.528473 0.2 -0.2 0.2
K 0.390485 -1.608589 3.646010 -0.2 0.4 -0.3
H -3.849471 1.327452 2.072679 0.3 0.0 -0.1
C -0.293242 0.570647 0.787392 -0.3 -0.7 2.5
H 2.147191 3.435148 -0.311999 -0.1 -0.1 -0.1
H 1.169329 -3.824999 -0.517202 0.1 0.0 -0.2
H 1.523125 -3.164272 -3.526009 -0.4 -0.2 0.3
O -0.156033 -3.698634 1.659832 -0.9 0.3 -0.3
H 2.106416 2.358099 2.089650 0.3 0.5 0.2
H 3.414526 1.335117 2.806650 -0.1 0.2 -0.5
C 2.514200 1.930409 3.006896 0.1 -0.9 0.9
H -4.963019 -0.012378 2.194096 0.0 0.1 0.1
O 0.599751 0.071312 -3.080042 -0.3 -0.6 0.2
H -3.797501 -1.273436 -3.841146 0.1 -0.1 -0.1
O 1.548648 0.988173 3.475773 -0.5 -0.7 0.0
H -1.740819 0.591918 2.883186 0.2 0.1 0.2
O -0.460566 -0.565073 1.290909 0.2 -0.6 -1.0
O -2.115717 -0.150802 -3.740926 0.3 -0.5 -0.1
H 3.633482 3.560132 3.903665 0.0 0.1 0.3
H 1.668440 -1.355726 -2.012239 -0.1 0.1 0.1
H -2.334956 -2.193353 -3.484809 -0.1 -0.1 0.3
O 0.093167 0.680789 -0.520688 0.0 1.2 0.7
H 2.763308 2.731200 -2.684316 -0.1 -0.1 0.3
H -0.531925 -2.863476 1.340962 0.2 0.4 0.2
C 2.464324 4.209730 -1.019037 -0.4 -0.6 0.2
H 0.265895 1.647950 -0.512982 -0.1 -0.4 -0.7
O -0.404071 1.625030 1.466398 0.2 0.1 -0.9
H -0.006708 -5.540829 0.887503 0.4 0.1 -0.3
C -3.402143 -0.077265 3.652415 0.6 -0.8 0.3
O 3.210585 5.183311 -0.310371 0.2 0.2 -0.2
H 2.030573 3.248763 4.712419 -0.2 0.5 -0.7
H -0.160408 -2.429771 -3.627687 0.1 -0.4 0.1
H 3.250177 2.159243 4.982442 0.6 0.0 -0.3
H -1.526348 -4.945372 0.628728 -0.3 0.9 -0.5
H 0.717716 1.166521 3.002332 -0.1 0.2 -0.2
H -0.014041 -4.798859 -1.489332 0.4 0.1 -0.1
H 0.323169 0.239064 -2.158685 0.1 -0.1 -0.4
H -0.410964 -3.158527 -1.050427 0.1 0.2 0.1
H -3.436833 -0.341458 1.492802 0.5 0.2 0.1
H -3.841449 -1.903630 -1.491972 -0.2 0.2 0.2
C 1.439996 -1.083714 -3.046483 0.5 0.2 0.0
C -3.246002 -1.038431 -1.804913 0.3 -1.2 -0.2
C -3.903866 0.258097 2.274156 -1.3 -0.3 0.0
H -3.504350 -1.144689 3.894701 -0.1 -0.1 -0.5
H 3.167806 4.422201 -2.974837 0.0 -0.2 -0.2
H 1.117649 -2.161307 -4.851440 -0.5 0.0 -0.1
C 0.124376 -4.046209 -0.710228 -1.3 -0.9 0.3
H 3.929657 4.752551 0.160868 0.0 -0.1 -0.1
O -2.006809 0.223669 3.741931 0.0 0.1 0.2
C -2.864703 -1.260556 -3.269274 -0.4 1.1 0.1
H -3.811801 -0.116480 -1.704390 0.0 0.0 0.1
H 4.251302 3.517725 -2.009428 -0.1 -0.5 0.1
C 3.185859 3.622803 -2.227765 0.5 1.4 -0.2
H -1.185040 -0.304255 -3.484968 -0.2 0.5 -0.3
C 2.887281 2.818414 4.189227 -0.4 -0.1 0.1
C -0.487862 -4.603581 0.583601 1.4 -0.7 0.8
H -2.367236 -1.031518 -1.155868 0.0 0.3 0.0